{
  "formula": "C39H45CsF4N3O6P",
  "method": "wB97M-V/def2-TZVPD",
  "multiplicity": 1,
  "de_lowest_ev": 1.568,
  "charge": -2,
  "gap_ev": 6.06,
  "elements": ["Cs", "C", "C", "N", "C", "C", "C", "C", "N", "C", "C", "F", "C", "F", "C", "C", "F", "C", "F", "H", "H", "H", "H", "H", "H", "H", "H", "H", "H", "H", "H", "H", "H", "H", "O", "C", "C", "O", "O", "C", "C", "C", "C", "C", "C", "C", "C", "C", "C", "C", "C", "H", "H", "H", "H", "H", "H", "H", "H", "H", "H", "H", "C", "C", "O", "P", "O", "C", "C", "O", "C", "C", "H", "H", "H", "H", "H", "H", "H", "H", "H", "H", "H", "H", "H", "H", "H", "N", "C", "C", "C", "C", "C", "C", "C", "H", "H", "H", "H"],
  "xyz": [[0.9148, -1.0950, -0.4487], [4.9131, -1.6359, -1.7148], [4.8857, -0.1188, -1.8840], [3.5956, 0.4201, -1.4881], [3.6741, 1.3199, -0.3523], [4.1078, 0.6187, 0.9283], [2.8462, 0.9886, -2.5895], [2.4080, -0.0407, -3.6331], [1.4478, -0.9581, -3.0872], [1.1008, -2.0170, -3.7609], [0.1644, -2.9275, -3.1687], [-0.3651, -2.5938, -1.9489], [-0.2339, -4.0992, -3.7454], [-1.1106, -4.9043, -3.0847], [0.2230, -4.5109, -4.9924], [1.0956, -3.6412, -5.6281], [1.5470, -3.9814, -6.8707], [1.5190, -2.4633, -5.0665], [2.3614, -1.6943, -5.8336], [5.8792, -2.0402, -2.0177], [4.1342, -2.0881, -2.3228], [4.7279, -1.8870, -0.6744], [5.1102, 0.1330, -2.9303], [5.6848, 0.3224, -1.2745], [2.6782, 1.7350, -0.1862], [4.3662, 2.1616, -0.5614], [3.4730, -0.2373, 1.1295], [4.0127, 1.3081, 1.7642], [5.1406, 0.2824, 0.8818], [3.4349, 1.7698, -3.1131], [1.9505, 1.4640, -2.1923], [3.2949, -0.5583, -4.0240], [1.9790, 0.5230, -4.4785], [-0.0829, -5.4373, -5.4416], [-0.5075, -0.9278, 1.9030], [-0.1001, -1.6726, 3.0412], [1.3331, -2.3166, 2.7110], [1.7572, -3.1680, 3.4817], [1.8540, -1.8339, 1.6919], [0.1752, -0.7824, 4.2216], [0.4546, 0.5713, 4.0437], [0.7954, 1.3661, 5.1227], [0.8611, 0.8310, 6.3987], [0.5941, -0.5167, 6.5812], [0.2635, -1.3178, 5.5048], [-1.1436, -2.7217, 3.3348], [-1.0314, -4.0330, 2.8954], [-1.9939, -4.9709, 3.2303], [-3.0910, -4.6095, 3.9917], [-3.2320, -3.2937, 4.4002], [-2.2665, -2.3607, 4.0725], [0.3260, -0.5288, 1.6013], [0.3988, 1.0089, 3.0567], [1.0071, 2.4130, 4.9587], [1.1232, 1.4570, 7.2422], [0.6417, -0.9475, 7.5741], [0.0765, -2.3724, 5.6475], [-0.1702, -4.3281, 2.3157], [-1.8881, -5.9969, 2.9012], [-3.8359, -5.3462, 4.2688], [-4.0941, -2.9927, 4.9811], [-2.3692, -1.3359, 4.3955], [-6.4545, 0.8094, -1.9054], [-5.1640, 0.9326, -2.7061], [-4.3925, -0.2475, -2.5584], [-2.8402, -0.1716, -2.0224], [-2.9855, 0.9379, -0.8240], [-3.0299, 0.5221, 0.5339], [-3.3371, 1.7311, 1.4014], [-2.3450, 0.8841, -3.1549], [-0.9865, 1.2867, -3.2133], [-0.9195, 2.6991, -3.7710], [-7.0804, 1.6843, -2.0701], [-6.2209, 0.7294, -0.8466], [-6.9969, -0.0838, -2.2077], [-4.5944, 1.7992, -2.3585], [-5.3865, 1.0690, -3.7722], [-2.0627, 0.1112, 0.8199], [-3.7976, -0.2522, 0.6662], [-2.6164, 2.5136, 1.1807], [-3.2422, 1.4560, 2.4490], [-4.3414, 2.1046, 1.2139], [-0.4372, 0.5918, -3.8526], [-0.5333, 1.2614, -2.2210], [-1.3890, 2.7410, -4.7526], [0.1199, 3.0041, -3.8533], [-1.4373, 3.3870, -3.1069], [0.4395, 7.9874, 0.7811], [0.4515, 6.8310, 0.7952], [0.4606, 5.4365, 0.7924], [1.3583, 4.7086, 1.5875], [1.3694, 3.3318, 1.5173], [0.5272, 2.5414, 0.6881], [-0.3862, 3.3474, -0.0472], [-0.4345, 4.7246, -0.0219], [2.0397, 5.2545, 2.2371], [2.0904, 2.8134, 2.1511], [-1.1104, 2.8441, -0.6871], [-1.1512, 5.2884, -0.6202]],
  "forces_ev_per_a": [[0.47, 1.80, -1.14], [0.15, 0.27, -0.11], [0.07, -0.41, -0.02], [-0.02, 0.07, 0.01], [0.11, 0.13, 0.22], [-0.09, 0.17, -0.21], [-0.01, -0.11, -0.47], [0.17, 0.13, -0.16], [0.29, 0.35, -0.67], [0.05, -0.41, -0.50], [-0.28, -0.27, -0.06], [-0.67, -1.19, -1.43], [-0.16, -0.26, -0.03], [0.22, 0.26, -0.11], [0.06, 0.13, -0.03], [-0.13, -0.27, -0.03], [-0.05, 0.17, 0.31], [0.15, 0.13, -0.19], [-0.20, -0.11, 0.22], [0.11, -0.12, -0.01], [-0.11, -0.10, -0.05], [-0.03, -0.11, 0.13], [-0.05, 0.07, 0.09], [-0.07, 0.06, -0.06], [0.03, 0.05, -0.04], [-0.12, 0.02, -0.01], [-0.07, -0.17, 0.11], [0.04, 0.08, 0.12], [0.18, -0.09, 0.02], [-0.06, 0.02, 0.07], [-0.07, 0.12, 0.15], [0.03, 0.13, -0.04], [0.14, 0.05, -0.03], [-0.07, -0.13, -0.04], [-0.33, -0.01, 1.03], [0.71, -0.32, -0.30], [-0.70, -0.14, 0.66], [0.12, -0.50, 0.44], [1.23, -0.18, 1.08], [0.05, 0.39, 0.37], [-0.14, -0.25, -0.16], [0.04, 0.14, 0.15], [0.03, 0.09, 0.00], [0.00, -0.05, 0.19], [-0.02, -0.04, -0.07], [-0.19, 0.08, 0.07], [0.10, 0.03, -0.03], [-0.05, -0.18, -0.08], [-0.13, -0.05, 0.08], [-0.17, 0.03, 0.06], [0.02, -0.02, -0.14], [-0.41, 0.31, 0.74], [-0.03, 0.09, -0.13], [0.02, 0.11, -0.03], [0.01, 0.02, 0.03], [0.03, -0.03, 0.03], [0.02, -0.05, 0.02], [0.09, -0.03, 0.00], [0.05, -0.01, -0.04], [0.00, -0.02, -0.03], [-0.05, 0.01, 0.03], [-0.02, 0.11, 0.08], [0.39, -0.09, -0.20], [-0.28, 0.39, -0.02], [0.27, -0.42, 0.25], [-0.48, 0.35, -0.02], [0.00, 0.14, -0.54], [0.02, -0.09, 0.57], [0.12, -0.27, -0.30], [-0.38, -0.07, -0.21], [0.45, 0.29, -0.26], [-0.12, -0.34, 0.19], [-0.10, 0.09, 0.01], [-0.02, 0.01, 0.13], [-0.10, -0.07, -0.02], [-0.09, -0.05, -0.12], [0.07, -0.03, 0.12], [-0.10, -0.05, 0.03], [0.07, 0.01, 0.01], [0.06, 0.09, 0.07], [-0.01, -0.01, 0.14], [-0.15, 0.07, -0.02], [0.01, -0.01, 0.10], [0.06, -0.01, 0.10], [0.00, -0.01, -0.10], [0.14, 0.10, -0.03], [-0.01, 0.10, 0.06], [0.01, -0.23, 0.03], [-0.02, 1.64, 0.03], [-0.06, -1.52, -0.02], [-0.06, 0.46, -0.11], [-0.06, -0.63, -0.04], [-0.17, 0.36, 0.05], [0.09, -0.67, -0.05], [0.11, 0.52, 0.09], [-0.03, -0.08, -0.03], [0.06, 0.07, 0.02], [-0.03, 0.07, -0.01], [0.09, -0.14, 0.04]]
}

***

{
  "formula": "C39H45N5O3P2SSr",
  "method": "wB97M-V/def2-TZVPD",
  "multiplicity": 1,
  "de_lowest_ev": 16.736,
  "gap_ev": 6.38,
  "elements": ["Sr", "N", "C", "C", "C", "C", "N", "H", "H", "H", "H", "H", "H", "H", "H", "H", "H", "H", "H", "O", "P", "C", "P", "O", "C", "C", "C", "C", "C", "C", "C", "C", "C", "C", "C", "C", "C", "C", "C", "C", "C", "C", "C", "C", "C", "C", "C", "C", "H", "H", "H", "H", "H", "H", "H", "H", "H", "H", "H", "H", "H", "H", "H", "H", "H", "H", "H", "H", "H", "H", "S", "C", "C", "C", "C", "C", "N", "H", "H", "H", "H", "N", "C", "C", "N", "C", "H", "H", "H", "H", "C", "C", "O", "H", "H", "H"],
  "xyz": [[-1.1715, 0.5338, 0.1538], [-0.6785, -2.2363, 0.7092], [-0.1435, -3.5899, 0.3129], [1.3685, -3.7192, 0.1330], [1.9924, -3.1800, -1.1799], [1.0812, -3.2657, -2.4119], [0.0662, -2.2187, -2.5362], [-0.2149, -1.9663, 1.5734], [-1.6607, -2.3962, 0.9182], [-0.6250, -3.8885, -0.6189], [-0.4210, -4.2861, 1.1126], [1.6056, -4.7822, 0.1948], [1.8186, -3.1675, 0.9542], [2.8966, -3.7621, -1.3601], [2.2053, -2.1340, -1.0265], [0.5581, -4.2264, -2.4364], [1.6971, -3.1946, -3.3099], [0.4840, -1.2982, -2.6538], [-0.4832, -2.1454, -1.6858], [-1.9335, -0.1397, 2.1276], [-2.9704, 0.7985, 1.5694], [-3.2108, 0.4828, -0.1378], [-2.5635, 2.0524, -0.9319], [-1.2617, 1.6196, -1.5203], [-2.7014, 3.8729, -1.0348], [-1.5955, 4.5101, -0.4652], [-1.4917, 5.8905, -0.4725], [-2.5205, 6.6232, -1.0332], [-3.5357, 5.9879, -1.7403], [-3.5992, 4.6091, -1.8016], [-3.9184, 1.7074, -2.2059], [-3.6455, 0.4489, -2.7950], [-4.5906, -0.5596, -2.8374], [-5.8573, -0.3317, -2.3171], [-6.1983, 0.9269, -1.8453], [-5.2345, 1.9231, -1.7621], [-2.1146, 2.2385, 0.9246], [-3.5239, 2.8915, 0.8852], [-3.9690, 3.9539, 1.5673], [-2.9960, 4.7821, 2.2262], [-1.7334, 4.3525, 2.3345], [-1.3379, 2.9146, 2.0738], [-4.4046, 1.0668, 2.5496], [-4.1864, 1.8125, 3.7083], [-5.2412, 2.5268, 4.2419], [-6.4773, 2.4919, 3.6104], [-6.6986, 1.7249, 2.4749], [-5.6484, 1.0116, 1.9253], [-4.2591, 0.1928, -0.2871], [-2.7287, -0.3865, -0.5385], [-0.8009, 3.8881, -0.0959], [-0.6351, 6.3649, -0.0122], [-2.5143, 7.7042, -0.9702], [-4.2756, 6.5791, -2.2663], [-4.3059, 4.0898, -2.4327], [-2.6066, 0.2447, -3.0386], [-4.2881, -1.5558, -3.1359], [-6.5547, -1.1530, -2.2004], [-7.1688, 1.0978, -1.3904], [-5.4653, 2.8469, -1.2360], [-4.2913, 2.2995, 0.3780], [-5.0105, 4.2232, 1.4425], [-3.2838, 5.7789, 2.5317], [-0.9473, 4.9878, 2.7182], [-1.6751, 2.3171, 2.9358], [-3.1919, 1.8255, 4.1366], [-5.0822, 3.1535, 5.1091], [-7.2815, 3.1033, 3.9998], [-7.6656, 1.7315, 1.9892], [-5.7455, 0.4442, 1.0093], [1.1101, -0.0426, 0.3297], [2.4148, -0.6306, 1.5428], [3.7521, -0.6251, 1.1531], [4.6843, -1.1472, 2.0339], [4.2539, -1.6369, 3.2630], [2.8999, -1.5820, 3.5540], [1.9976, -1.0935, 2.7031], [3.9535, -0.2321, 0.1684], [5.7337, -1.1829, 1.7731], [4.9529, -2.0573, 3.9717], [2.5182, -1.9572, 4.4963], [1.5560, 2.4290, -1.5990], [0.8402, 3.3619, -2.2922], [0.5891, 2.8095, -3.5158], [1.1260, 1.5556, -3.5864], [1.6756, 1.3393, -2.4170], [1.7569, 2.3505, -0.6122], [0.5710, 4.3233, -1.8959], [0.0573, 3.2489, -4.3426], [2.1711, 0.4558, -2.0541], [0.8673, 1.9141, 2.9794], [0.1935, 2.8977, 2.0643], [0.8248, 3.6482, 1.3550], [1.9401, 1.9646, 2.8088], [0.5377, 0.8964, 2.7501], [0.6184, 2.1765, 4.0106]],
  "forces_ev_per_a": [[14.86, -8.97, 0.43], [-0.26, -1.45, -0.72], [-0.25, 0.35, 0.32], [-0.20, 0.69, -0.47], [-0.91, -0.38, 0.18], [0.04, 0.22, 0.02], [-0.32, 0.23, 0.07], [-0.17, 0.21, -0.02], [0.10, -0.03, 0.42], [-0.28, -0.14, 0.15], [-0.07, -0.22, -0.26], [0.00, 0.00, 0.27], [0.35, -0.33, 0.30], [0.21, 0.24, -0.05], [0.47, 0.36, -0.08], [0.14, -0.08, -0.11], [-0.01, -0.18, -0.03], [0.11, -0.16, -0.11], [0.16, -0.06, 0.04], [-1.51, -0.35, 2.75], [-0.81, -2.06, 3.37], [-7.48, -2.48, -0.72], [-2.72, 4.63, -5.76], [0.06, 2.09, -4.68], [1.26, 0.35, -0.62], [-0.32, 0.09, -0.58], [-0.06, -0.16, -0.01], [0.08, 0.37, -0.01], [-0.26, 0.02, -0.15], [0.17, -0.15, 0.19], [-0.35, -1.76, 0.78], [0.03, 0.70, -0.23], [0.11, 0.03, -0.07], [-0.19, -0.18, 0.06], [-0.03, 0.15, 0.27], [0.15, 0.16, -0.48], [-5.30, 5.70, 4.12], [-0.89, 1.36, 1.50], [0.15, -0.19, -0.53], [0.15, 0.08, 0.30], [-0.44, 0.11, 0.45], [0.13, 0.64, 0.35], [-0.19, 0.35, -0.14], [-0.29, -0.58, 0.08], [0.17, -0.07, 0.07], [-0.21, 0.24, 0.09], [-0.01, -0.09, -0.08], [0.02, -0.09, 0.45], [-0.03, 0.67, -0.44], [-1.18, -1.12, -0.50], [0.23, 0.28, 0.14], [0.00, 0.08, -0.02], [0.05, 0.01, -0.08], [0.04, 0.02, -0.01], [-0.12, 0.26, 0.05], [-0.09, -0.11, -0.18], [-0.10, 0.02, -0.21], [-0.06, 0.05, -0.22], [-0.05, -0.02, -0.20], [-0.18, -0.10, -0.10], [0.01, 0.48, -0.06], [0.07, 0.22, 0.20], [0.12, 0.07, 0.00], [-0.06, 0.15, -0.01], [0.58, 0.32, 0.15], [-0.12, 0.15, 0.16], [-0.08, -0.05, 0.05], [-0.03, -0.05, 0.03], [-0.03, -0.05, 0.07], [-0.26, 0.11, -0.03], [6.61, -0.95, 2.20], [-1.53, 0.59, -1.89], [-0.09, -0.12, 0.19], [-0.05, 0.14, -0.25], [-0.14, 0.00, 0.06], [0.35, 0.01, -0.14], [-0.41, -0.21, 0.51], [0.43, -0.03, 0.02], [0.04, 0.02, -0.04], [0.01, -0.01, 0.03], [-0.01, 0.00, 0.03], [0.06, -0.68, -0.29], [0.11, 0.38, -0.28], [0.22, 0.30, 0.18], [0.13, -0.56, -0.10], [-0.05, 0.70, -0.03], [-0.06, 0.36, -0.01], [0.08, -0.02, 0.08], [-0.02, 0.01, -0.02], [-0.02, -0.05, -0.28], [-0.03, 0.34, -0.19], [0.66, -0.95, -0.20], [-0.26, 0.12, -0.01], [0.01, 0.03, 0.14], [-0.14, 0.11, 0.27], [0.00, -0.14, 0.10]]
}